# C27H54FIN3O10S3

9 unconnected molecules or ions with the total composition C27H54FIN3O10S3 at a distorted geometry (the ωB97M-V functional and the def2-TZVPD basis, the Open Molecules 2025 dataset).

Frontier orbital gap, eV: 6.4
HOMO energy, eV: -10.52
LUMO level, eV: -4.1
Net charge: +1

XYZ file:
```
99
Properties=species:S:1:pos:R:3:forces:R:3:mulliken_charge:R:1
C 3.2825 -1.4442 -3.4901 -0.49 -1.20 2.31 -0.73
C 3.9685 -0.8352 -2.2851 0.37 -2.96 0.36 0.72
O 4.4925 -1.5522 -1.4481 -1.00 3.54 -1.65 -0.44
N 3.8475 0.7128 -2.2571 -0.78 -2.12 -3.51 0.30
H 3.4595 0.9278 -3.2701 1.86 -0.12 2.44 0.42
H 3.0535 0.9848 -1.6731 -2.08 0.20 0.90 -0.04
C 4.9975 1.3398 -1.6571 0.30 1.62 -4.66 -1.13
H 3.9115 -1.9592 -4.1621 1.34 -0.05 -0.84 0.39
H 2.5615 -0.8692 -3.9991 -0.82 0.88 -0.54 0.23
H 2.7675 -2.3142 -3.0301 -0.24 0.59 -0.28 0.10
H 4.7835 1.3578 -0.7101 -0.38 -0.31 5.63 0.53
H 5.1315 2.3678 -1.9551 -0.10 0.30 -0.46 0.37
H 5.8015 0.7778 -1.9671 2.25 -0.95 0.04 0.45
C -1.6965 1.2338 0.2369 -0.19 -3.27 -1.02 -0.57
C -0.5775 0.4528 1.0079 -2.67 0.64 -1.06 0.32
O -0.8925 0.0698 2.0709 1.13 -0.56 1.68 -0.34
N 0.5895 -0.1502 0.2629 -0.06 0.48 -0.06 2.00
H 0.1605 -0.5412 -0.5821 -0.75 -1.05 -0.62 -0.55
H 1.2255 0.5578 -0.3191 -0.19 0.20 1.64 -0.30
C 1.2195 -1.2312 1.0659 -1.76 -0.27 3.22 -0.50
H -2.1395 2.1188 0.5969 -0.14 0.81 1.58 0.69
H -2.5985 0.4328 0.0649 2.46 1.88 0.25 -0.16
H -1.2755 1.5418 -0.6741 0.18 0.09 -1.88 -0.05
H 1.5945 -0.7742 2.0759 -1.11 -1.03 -1.76 0.28
H 2.0595 -1.7122 0.6729 1.30 -0.26 -1.37 0.34
H 0.4305 -2.0882 1.2429 1.51 2.02 0.03 -0.22
C 1.7585 4.5878 -2.2731 -1.82 -2.56 -0.15 -0.37
C 0.6165 3.8468 -3.0661 -2.85 2.37 0.26 0.56
O -0.4325 4.3778 -3.3941 2.87 -1.30 0.65 -0.46
N 0.6865 2.3528 -3.3021 6.76 1.69 1.55 0.51
H 1.5565 2.2268 -3.8991 -0.76 0.32 1.19 0.47
H 0.9575 1.9258 -2.3651 0.21 0.16 0.34 -0.24
C -0.3005 1.7978 -4.0131 -3.43 -3.37 -5.21 -0.93
H 2.6355 3.9178 -2.2361 -0.31 0.60 0.35 -0.03
H 1.2555 4.7588 -1.2681 1.08 0.03 -1.15 0.06
H 1.9485 5.4648 -2.8461 0.19 0.88 -0.02 0.51
H -0.0745 0.7468 -4.4511 -0.38 1.04 2.13 0.17
H -0.2195 2.2308 -5.0361 -1.38 0.73 0.76 0.45
H -1.2205 1.8798 -3.4451 -0.45 -0.25 -0.80 0.39
I -0.7545 -1.9062 -2.4751 0.39 0.41 0.23 -0.72
O 1.8265 1.6958 -1.0141 0.55 -0.06 -0.55 -1.30
H 2.4525 2.2898 -0.5831 -0.54 0.17 0.36 -0.22
F -7.7545 1.5068 -4.4291 1.19 0.04 0.62 -0.26
C -6.9185 1.8758 -3.4341 1.12 1.58 4.38 0.24
C -5.7585 1.1028 -2.9281 -2.79 4.44 0.70 -0.72
C -5.0555 1.5908 -1.7931 -0.22 0.58 -0.10 0.18
C -5.4615 2.7308 -1.1241 -1.46 0.21 -0.42 -0.38
C -6.6425 3.4148 -1.4131 1.96 -6.26 -6.78 -0.74
C -7.3425 3.0618 -2.5881 -1.97 -1.69 -2.05 -0.28
H -5.4625 0.2418 -3.3571 0.82 -2.78 -1.62 0.60
H -4.1675 1.1568 -1.3081 -0.47 -0.51 -1.03 0.12
H -4.9855 3.1428 -0.2811 1.11 -0.13 1.01 0.39
H -6.9465 4.1108 -0.8591 -2.48 5.69 4.37 0.61
H -8.4345 3.5438 -2.8991 3.22 -1.17 0.89 0.22
C 1.7395 3.9198 1.7139 2.05 3.23 1.09 -0.45
C 1.0835 4.9638 2.7259 0.64 -4.11 0.50 -1.01
C 2.0885 4.9338 3.8029 1.04 1.08 3.97 -0.71
S 2.5165 3.3028 4.1679 -3.72 -0.73 -2.44 1.23
O 1.4615 2.7278 4.9259 -0.79 -0.77 0.13 -0.62
O 3.8095 3.2628 4.6189 5.00 -0.39 1.79 -0.65
C 2.4305 2.7988 2.4269 -2.26 -2.82 -1.20 0.00
H 2.5605 4.3888 1.0989 -0.85 0.47 0.70 0.17
H 1.1165 3.5708 1.0059 -2.69 -1.19 -2.22 0.30
H 0.1715 4.5208 3.1569 -0.04 0.44 -0.52 0.33
H 0.9665 5.8688 2.2849 -0.68 2.70 -1.18 0.48
H 1.8985 5.2108 4.9279 -0.39 0.36 -2.21 0.42
H 3.0865 5.3008 3.6209 0.12 0.90 -0.68 0.38
H 1.6885 1.8578 2.2189 2.30 1.73 1.14 -0.23
H 3.3635 2.7338 1.8569 0.23 -0.90 1.14 0.35
C -4.4075 -2.9272 2.5859 0.39 -2.36 1.12 -0.77
C -3.5265 -2.8502 1.3799 -1.63 1.93 -2.00 -0.21
C -2.3015 -3.5962 1.6099 1.59 -2.91 -3.05 0.23
S -2.0685 -3.5202 3.2799 7.40 4.79 1.97 1.30
O -0.9205 -2.5992 3.5659 -2.04 -1.25 -0.85 -0.66
O -1.9305 -4.7812 3.8189 0.05 -5.01 1.52 -0.75
C -3.4485 -2.7982 3.8089 -5.70 -1.73 0.49 -0.91
H -4.8895 -3.9692 2.5719 0.53 1.44 0.28 0.29
H -5.1655 -2.1982 2.5739 -0.98 0.85 0.11 0.42
H -3.1535 -1.8062 1.2179 -0.97 -0.46 -0.24 -0.22
H -4.1855 -3.2432 0.5749 1.06 0.66 -0.21 0.35
H -1.4025 -3.3492 0.8769 -1.78 -0.41 1.94 -0.35
H -2.4905 -4.7042 1.5909 0.13 0.73 -0.84 0.36
H -3.2675 -1.8362 3.9939 0.96 4.03 0.43 0.53
H -3.9595 -3.1452 4.7489 1.08 -0.42 -0.92 0.37
C 0.9165 -6.0992 0.9429 -0.10 -3.60 1.29 -0.70
C 1.4295 -5.2802 -0.2671 -4.09 -4.47 1.29 -0.13
C 2.7805 -5.0002 -0.1151 3.32 -9.20 4.02 -0.85
S 3.1915 -4.9162 1.6329 -1.76 3.81 0.16 1.14
O 3.2835 -3.4632 1.9629 0.02 -2.36 -0.29 -0.61
O 4.2685 -5.8082 1.8519 0.94 -0.77 0.68 -0.69
C 1.6075 -5.5682 2.2369 0.26 -1.72 -1.75 -0.50
H 1.1865 -7.2532 0.9749 -0.42 2.19 -0.93 0.30
H -0.1805 -6.1142 1.2499 1.13 0.31 -1.25 0.27
H 0.8255 -4.4932 -0.2281 -2.13 4.26 0.31 -0.26
H 1.1435 -5.6292 -1.2311 0.06 -1.11 -0.79 0.59
H 2.8255 -4.1892 -0.5391 2.60 8.56 -4.43 0.54
H 3.3915 -5.9212 -0.4481 -0.46 1.92 0.02 0.29
H 0.8635 -4.9422 2.6089 -0.17 2.08 1.25 0.26
H 1.6845 -6.4372 2.8799 0.67 0.28 0.39 0.40
```
Positions in Å, forces in eV/Å.